No. 1
# C38H47BF12N5O5ReSSi

C38H47BF12N5O5ReSSi as an isolated structure (ωB97M-V/def2-TZVPD, the OMol25 dataset).

Properties
total charge: +2
energy relative to the best compared isomer or geometry (same formula, charge and spin): 0.000 eV
HOMO-LUMO gap: 5.71 eV

```
111
Properties=species:S:1:pos:R:3:forces:R:3:mulliken_charge:R:1
Re 2.0913 -2.5802 0.4816 -0.2 -0.2 -0.7 2.708
C 5.5177 2.3463 -3.4814 0.0 0.0 0.0 -1.705
C 4.5680 1.5891 -2.5994 0.0 0.0 0.1 0.124
C 4.0335 2.1554 -1.4451 0.0 0.0 -0.1 -1.349
C 3.1701 1.4446 -0.6379 -0.1 0.0 0.0 0.432
C 2.7632 0.1386 -0.9372 0.0 0.0 0.1 -0.685
N 1.8088 -0.4926 -0.0833 -0.1 -0.1 -0.1 1.538
C 0.8818 0.3542 0.5144 -0.1 0.1 0.1 -1.718
C 0.1390 1.2813 -0.4437 0.0 0.0 -0.1 1.836
C -0.5600 2.5605 0.0088 0.0 0.0 -0.1 -1.882
C -1.4156 1.8011 2.2501 0.0 0.1 0.0 0.653
C -2.3468 2.4914 3.1956 0.0 0.0 0.0 -2.231
C -0.4131 1.0068 2.5892 0.1 0.1 0.1 -0.976
C 0.6092 0.2717 1.8473 -0.1 0.1 0.0 0.225
C 1.4901 -0.6808 2.6435 0.1 -0.1 0.0 0.469
O 1.4559 -1.9682 2.0513 0.1 0.0 0.3 -1.223
C 1.0179 -0.9856 4.0982 0.0 0.0 0.0 0.192
F 1.7011 -2.0038 4.6059 0.0 0.0 0.0 -0.230
F -0.2697 -1.3352 4.0833 0.0 0.0 0.0 -0.153
F 1.1700 0.0773 4.8902 0.1 0.0 0.0 -0.251
C 3.0242 -0.2610 2.6577 0.0 0.0 0.0 0.463
F 3.1959 0.9973 2.3008 0.0 0.0 0.2 -0.135
F 3.7261 -1.0386 1.7591 0.1 0.0 0.0 -0.130
F 3.6040 -0.4546 3.8261 0.0 0.0 0.0 -0.312
C 3.3717 -0.4610 -2.0478 0.0 0.0 -0.1 0.503
C 4.2322 0.2721 -2.8637 0.0 0.0 0.0 -1.189
C 3.1607 -1.9239 -2.3340 0.0 0.0 -0.1 1.165
O 2.8961 -2.5947 -1.1248 -0.1 0.0 0.3 -0.345
C 1.9367 -2.1813 -3.2611 0.0 0.1 0.0 0.387
F 2.0189 -1.4303 -4.3508 0.0 0.0 0.0 -0.257
F 1.8322 -3.4568 -3.6160 0.0 -0.1 0.0 -0.277
F 0.8160 -1.8501 -2.6023 -0.1 0.1 0.0 0.031
C 4.4269 -2.6651 -2.8754 0.0 0.1 -0.1 0.421
F 4.3037 -3.9777 -2.6939 0.0 0.0 0.0 -0.204
F 5.5083 -2.2624 -2.2102 0.0 0.0 0.0 -0.230
F 4.5987 -2.4308 -4.1741 0.0 0.0 0.0 -0.228
H 5.2250 3.3920 -3.5648 0.0 0.0 0.0 0.407
H 6.5282 2.3199 -3.0713 0.0 0.0 0.0 0.322
H 5.5541 1.9191 -4.4814 0.0 0.0 0.0 0.428
H 4.3075 3.1657 -1.1662 0.0 0.0 0.0 0.518
H 2.7903 1.9065 0.2621 0.1 -0.1 -0.2 0.089
H 0.8180 1.5663 -1.2448 0.0 0.0 0.0 1.309
H -1.1077 2.8975 -0.8757 0.0 0.0 0.1 0.195
H -3.0804 3.0827 2.6519 0.0 0.0 0.0 0.468
H -2.8792 1.7701 3.8152 0.0 0.0 0.0 0.391
H -1.8012 3.1640 3.8598 0.0 0.0 0.0 0.431
H -0.3437 0.9497 3.6664 0.0 0.0 -0.1 0.742
H 4.6689 -0.2015 -3.7319 0.0 0.0 0.0 0.585
B 1.3685 -6.1319 0.1345 0.0 -0.1 0.0 -0.033
N 0.3172 -4.9646 -0.0181 -0.1 -0.1 0.1 -0.339
C -0.9427 -5.2119 -0.3090 0.0 0.0 0.0 -0.249
C -1.6575 -4.0119 -0.4332 0.0 0.1 0.0 -1.284
C -0.7347 -3.0345 -0.2094 -0.1 0.0 -0.1 -0.413
N 0.4770 -3.6094 0.0435 0.5 0.1 0.0 0.170
N 2.7456 -5.5641 0.6065 -0.1 0.0 0.1 -0.080
C 3.8191 -6.3026 0.7926 0.0 0.0 0.0 -0.073
C 4.8519 -5.5176 1.3296 0.0 0.0 0.0 -1.048
C 4.3119 -4.2718 1.4374 0.0 0.0 0.0 -0.390
N 3.0139 -4.2884 0.9935 0.0 0.0 0.1 -0.192
H 1.5184 -6.6570 -0.9319 0.0 0.0 0.0 -0.049
H 0.9450 -6.8743 0.9741 0.0 0.0 0.0 -0.083
H -1.2766 -6.2307 -0.4182 0.0 0.0 0.0 0.508
H -2.7000 -3.9004 -0.6642 -0.1 0.0 0.0 0.536
H -0.8351 -1.9639 -0.2006 0.0 0.1 0.0 0.575
H 3.8020 -7.3523 0.5493 0.0 0.0 0.0 0.473
H 5.8426 -5.8370 1.5950 0.0 0.0 0.0 0.459
H 4.7502 -3.3570 1.8002 0.0 0.0 0.0 0.614
C -5.4007 0.8423 1.7946 0.0 0.0 0.0 -1.315
C -4.5852 -0.4137 1.5458 0.0 0.0 0.0 1.475
C -5.3015 -1.3560 0.5965 0.0 0.0 0.0 -1.368
C -4.2017 -1.1050 2.8396 0.0 0.0 0.0 -1.467
O -3.2993 -0.0570 0.9147 0.0 0.0 0.0 0.832
Si -2.7496 1.0216 -0.1082 0.1 0.1 0.0 -0.031
S -1.1646 0.2899 -1.3219 0.0 0.0 0.0 -0.633
O -3.7498 2.0584 -0.7670 -0.1 0.0 0.0 0.235
C -4.2779 2.3676 -2.1071 0.0 0.0 0.0 1.671
C -4.5044 1.0647 -2.8534 0.0 0.0 0.0 -1.493
C -3.2550 3.2472 -2.8031 0.0 0.0 0.0 -1.452
C -5.5803 3.1059 -1.8644 0.0 0.0 0.0 -1.642
O -1.6960 2.1091 0.8770 0.0 0.0 0.0 0.049
C 0.1686 3.8363 0.4798 -0.1 0.0 0.0 2.200
C 1.1769 3.7366 1.6267 0.0 -0.1 -0.1 -1.530
C -0.9012 4.8781 0.8331 0.0 0.0 0.0 -1.543
C 0.9060 4.3278 -0.7772 0.0 0.0 0.0 -1.722
H -6.2976 0.5867 2.3577 0.0 0.0 0.0 0.595
H -5.7071 1.3090 0.8599 0.0 0.0 0.0 0.095
H -4.8355 1.5668 2.3807 0.0 0.0 0.0 0.230
H -6.2857 -1.6031 0.9933 0.0 0.0 0.0 0.502
H -4.7432 -2.2828 0.4742 0.1 0.0 0.0 0.198
H -5.4404 -0.8904 -0.3795 0.0 0.0 0.0 0.178
H -5.0966 -1.4466 3.3581 0.0 0.0 0.0 0.464
H -3.6623 -0.4238 3.4980 0.0 0.0 0.0 0.248
H -3.5676 -1.9678 2.6370 0.0 0.0 0.0 0.246
H -3.5695 0.5154 -2.9870 0.0 0.0 0.0 0.258
H -4.9049 1.2705 -3.8456 0.0 0.0 0.0 0.541
H -5.2245 0.4380 -2.3266 0.0 0.0 0.0 0.268
H -2.3144 2.7127 -2.9511 0.0 0.0 0.0 0.238
H -3.0745 4.1532 -2.2232 0.0 0.0 0.0 0.272
H -3.6290 3.5435 -3.7824 0.0 0.0 0.0 0.591
H -6.2917 2.4718 -1.3362 0.0 0.0 0.0 0.358
H -6.0236 3.3963 -2.8162 0.0 0.0 0.0 0.459
H -5.4067 4.0061 -1.2764 0.0 0.0 0.0 0.339
H 0.7135 3.4989 2.5786 -0.1 0.0 0.1 0.233
H 1.6567 4.7093 1.7368 0.0 0.0 0.0 0.650
H 1.9630 3.0078 1.4344 -0.1 0.1 0.1 0.258
H -1.3694 4.6734 1.7933 0.0 0.0 0.1 0.205
H -1.6828 4.9299 0.0725 0.0 0.0 0.0 0.205
H -0.4368 5.8612 0.9001 0.0 0.0 0.0 0.536
H 1.6641 3.6244 -1.1196 0.0 0.0 0.0 0.219
H 1.4082 5.2669 -0.5484 0.0 0.0 0.0 0.548
H 0.2128 4.5155 -1.5995 0.0 0.0 0.0 0.375
```
Positions in Å, forces in eV/Å.

---

No. 2
# C38H47EuN5O

C38H47EuN5O as an isolated structure in a non-equilibrium geometry (ωB97M-V/def2-TZVPD, the OMol25 dataset).

Properties
expectation value of S²: 15.79
total charge: -2
2S+1: 8
HOMO-LUMO gap (alpha / beta): 2.61 / 4.46 eV

```
92
Properties=species:S:1:pos:R:3:forces:R:3:lowdin_spin:R:1
Eu 0.4614 -1.1123 -0.9632 -0.3 0.9 1.3 5.053
N 1.3065 -2.9191 3.1186 -1.2 -0.7 1.0 0.003
N 0.4323 -2.6085 -3.2509 1.2 -1.6 -0.4 -0.003
C 1.3116 1.9634 -0.8650 0.1 -0.7 0.6 0.072
C 2.3732 1.0637 -0.5741 -0.6 0.1 0.7 0.059
C 2.3863 0.8676 0.8540 -0.2 -0.3 -0.1 0.037
C 3.3800 0.1930 1.6085 0.6 2.4 -0.4 0.439
H 4.2848 -0.0787 1.0669 0.0 -0.2 0.3 0.022
H 2.8628 -1.3274 1.9117 -0.2 -2.2 -0.6 0.030
H 3.5045 0.5361 2.6355 0.0 -0.4 0.0 0.029
C 1.2342 1.5216 1.3916 0.6 0.2 -0.9 0.071
C 0.9452 1.6917 2.8347 -0.3 0.1 0.4 0.012
H 1.4953 2.5562 3.2476 -0.1 -0.2 0.0 0.005
H 1.2250 0.8041 3.4174 -0.1 0.1 0.0 0.001
H -0.1245 1.8828 2.9954 0.2 0.0 0.1 0.001
C 0.6040 2.2164 0.3492 0.8 -0.5 0.0 0.033
C -0.4824 3.1910 0.5932 -0.5 0.1 0.1 0.003
H -1.3832 2.6847 0.9681 0.0 0.2 -0.1 0.001
H -0.7409 3.7432 -0.3118 -0.1 0.1 0.0 0.000
H -0.1732 3.9101 1.3677 -0.1 0.0 -0.2 0.000
C 3.4595 0.6219 -1.4846 0.4 0.1 -0.3 0.010
H 4.3290 1.2999 -1.4110 0.0 -0.2 -0.1 0.005
H 3.1285 0.6311 -2.5335 0.1 0.0 0.1 0.001
H 3.8192 -0.3926 -1.2474 -0.1 0.2 -0.1 0.001
C 1.1818 2.7387 -2.1228 -0.2 0.2 -0.3 0.015
H 0.1523 3.0872 -2.2583 0.1 0.0 -0.2 0.001
H 1.4644 2.1457 -3.0019 -0.1 0.1 0.0 0.002
H 1.8365 3.6291 -2.1025 -0.1 -0.1 -0.1 0.005
C 0.3186 -3.5855 3.6919 0.0 0.5 -1.3 0.000
H 0.4158 -3.6825 4.7844 -0.2 -0.2 -0.6 0.000
C -0.8124 -4.0318 2.9652 -0.4 -0.4 1.2 -0.001
H -1.6169 -4.4976 3.5386 0.0 0.1 -0.3 0.000
C -0.9075 -3.8352 1.5883 0.8 -0.1 -0.7 0.002
H -1.8268 -4.0897 1.0297 0.6 0.0 0.4 0.003
C 0.2109 -3.3355 0.9091 0.0 -0.4 1.0 0.003
H 0.2795 -3.4080 -0.2053 -0.1 0.0 1.0 0.000
C 1.3282 -2.8538 1.7444 0.7 0.2 -1.1 0.010
C 2.4867 -2.2226 1.2945 -0.4 0.2 -0.6 0.092
H 3.0512 -2.5558 0.4295 -0.2 0.3 -0.4 0.002
C -0.2627 -1.5697 -3.6524 1.5 0.0 2.7 -0.004
C 1.1875 -3.0765 -4.3622 -1.2 0.4 0.5 0.000
H 1.9064 -3.8845 -4.3143 -0.4 -0.1 -0.1 0.000
C 0.8579 -2.2871 -5.4085 1.0 0.4 0.4 0.000
H 1.1258 -2.4088 -6.4228 0.2 0.2 -0.7 0.000
N 0.1137 -1.2037 -4.9074 0.2 -1.6 -1.0 0.000
C 0.1215 0.1309 -5.3595 -0.1 -0.2 0.3 0.000
C 1.1943 0.6148 -6.1289 -0.8 0.4 0.2 0.000
C 1.0237 1.8668 -6.7173 -0.3 0.3 0.2 0.000
H 1.7707 2.2524 -7.4128 0.0 -0.1 0.2 0.000
C -0.0872 2.6637 -6.4193 -0.3 -0.4 0.1 0.000
C -0.3232 3.9405 -7.1663 0.0 0.2 -0.1 0.000
H -0.8614 4.6711 -6.5593 0.0 0.0 0.0 0.000
H -0.9167 3.7621 -8.0704 0.0 0.0 0.1 0.000
H 0.6250 4.3769 -7.4839 0.0 0.1 0.0 0.000
C -0.9817 2.2389 -5.4272 0.5 0.0 -0.4 0.000
H -1.7871 2.8886 -5.0932 0.1 0.0 0.0 0.000
C -0.8607 0.9834 -4.8379 0.4 0.3 -0.5 0.000
C -1.6404 0.5918 -3.6376 -1.8 -0.3 0.6 0.002
H -1.4502 -0.5297 -3.3556 -0.6 2.4 -0.4 0.000
H -2.7133 0.7736 -3.7915 0.1 0.3 0.0 0.001
H -1.3312 1.2047 -2.7698 0.0 -0.2 -0.2 0.001
C 2.5286 -0.0557 -6.1285 0.7 -0.2 -0.5 0.000
H 2.5128 -1.0432 -6.6011 0.3 0.3 0.2 0.000
H 2.9203 -0.1681 -5.1021 -0.3 -0.1 -0.4 0.000
H 3.2467 0.5696 -6.6753 -0.1 -0.1 0.1 0.000
C -0.2041 0.5063 6.7775 0.3 0.3 0.0 0.001
C -1.6792 0.2587 6.5507 -0.6 -0.3 -0.6 0.001
N -1.9797 -0.3240 5.2358 0.0 0.2 0.8 0.009
C -1.4947 -1.6723 4.9995 0.4 0.1 -0.8 0.006
C -1.3390 -2.5213 6.2628 -0.2 -0.1 -0.1 0.002
C -2.7082 0.4064 4.3280 0.2 0.1 -1.5 0.045
O -3.3027 1.4223 4.6892 -0.3 0.3 0.4 0.040
C -2.8225 -0.0066 2.8706 2.5 -0.3 1.6 0.133
C -4.0993 0.0988 2.3076 -2.2 0.2 -0.9 0.243
C -4.2605 -0.1854 0.9553 0.9 -0.3 -0.1 0.047
C -3.1342 -0.5553 0.1963 -2.3 0.1 -0.6 0.223
N -1.8822 -0.5520 0.7022 2.5 0.2 1.0 0.182
C -1.7317 -0.2712 2.0229 -0.8 -0.4 -0.3 0.010
H 0.3729 -0.4221 6.8393 0.0 0.2 -0.1 0.000
H -0.0825 1.0474 7.7214 0.1 0.0 0.0 0.000
H 0.2123 1.1276 5.9753 0.0 -0.1 0.1 0.000
H -2.0545 -0.4508 7.2970 0.0 0.4 0.2 0.000
H -2.2413 1.1914 6.6225 0.0 -0.2 0.0 0.000
H -2.1690 -2.1725 4.2882 0.2 0.3 0.2 0.002
H -0.5186 -1.5933 4.4942 -0.3 -0.2 0.2 0.000
H -2.2601 -2.5237 6.8545 0.1 0.0 0.0 0.000
H -1.1300 -3.5560 5.9755 -0.1 0.2 0.1 0.000
H -0.5046 -2.1736 6.8799 -0.2 -0.2 0.0 0.000
H -4.9356 0.3970 2.9398 0.2 0.0 -0.2 0.021
H -5.2393 -0.1301 0.4854 0.1 -0.1 0.0 -0.005
H -3.2364 -0.8549 -0.8546 0.0 0.2 0.3 0.022
H -0.6959 -0.2359 2.3849 -0.4 -0.2 -0.1 -0.001
```
Positions in Å, forces in eV/Å.

---

No. 3
# C38H47InN4O3P2

C38H47InN4O3P2 as an isolated structure in a non-equilibrium geometry (ωB97M-V/def2-TZVPD, the OMol25 dataset).

Properties
total charge: +2
energy relative to the best compared isomer or geometry (same formula, charge and spin): 0.155 eV
HOMO-LUMO gap: 7.49 eV

```
95
Properties=species:S:1:pos:R:3:forces:R:3:mulliken_charge:R:1
In -0.0569 -0.1682 0.2953 0.4 -0.4 0.0 1.706
N 2.5373 1.8383 0.3164 0.0 0.0 0.0 0.510
P 2.5644 0.1559 0.1120 0.0 0.1 0.3 0.385
C 3.6946 -0.0554 -1.2626 -0.1 -0.2 -0.1 0.584
C 5.0730 0.0470 -1.0648 0.0 0.0 -0.1 -0.642
C 5.9221 -0.0278 -2.1596 0.0 0.0 0.0 -0.739
C 5.4033 -0.2082 -3.4372 0.0 0.0 0.0 -0.638
C 4.0309 -0.3037 -3.6329 0.0 0.0 0.0 -0.580
C 3.1759 -0.2262 -2.5462 0.0 0.1 0.0 -0.683
C 3.3894 -0.4393 1.6076 0.2 0.0 -0.1 0.642
C 3.3519 0.3376 2.7652 0.0 0.0 0.0 -0.940
C 3.9966 -0.0950 3.9162 0.0 0.0 0.0 -0.523
C 4.6860 -1.2992 3.9129 0.0 0.0 0.0 -0.649
C 4.7389 -2.0704 2.7567 0.0 0.0 0.1 -0.664
C 4.0919 -1.6475 1.6069 0.0 0.1 0.0 -0.320
C 1.4186 2.6394 0.4627 0.0 -0.1 -0.2 0.531
C 1.5470 4.0121 0.6715 0.1 0.1 0.0 -1.017
C 0.4089 4.7717 0.7875 0.0 0.1 0.0 -0.573
C -0.8469 4.1653 0.6959 0.0 0.1 0.0 -0.841
C -0.8917 2.8144 0.4975 0.2 -0.1 0.1 0.046
N 0.2255 2.0556 0.3810 -0.5 0.3 -0.2 0.135
H 3.4195 2.3270 0.2542 0.0 0.0 0.1 0.337
H 5.4879 0.1795 -0.0719 0.0 0.0 0.0 0.462
H 6.9917 0.0484 -2.0126 0.0 0.0 0.0 0.460
H 6.0727 -0.2723 -4.2852 0.0 0.0 0.0 0.425
H 3.6292 -0.4391 -4.6289 0.0 0.0 0.0 0.483
H 2.1033 -0.2892 -2.7009 0.3 0.1 0.1 0.342
H 2.8352 1.2899 2.7696 0.0 0.0 0.0 0.482
H 3.9748 0.5178 4.8089 0.0 0.0 0.0 0.476
H 5.1979 -1.6303 4.8077 0.0 0.0 0.0 0.433
H 5.2949 -2.9998 2.7500 0.0 0.0 0.0 0.478
H 4.1564 -2.2426 0.7081 0.0 0.0 0.0 0.374
H 2.5318 4.4555 0.7388 0.0 0.0 0.0 0.520
H 0.4898 5.8393 0.9506 0.0 0.0 0.0 0.470
H -1.7602 4.7356 0.7786 0.0 0.0 0.0 0.557
H -1.8294 2.2830 0.4315 0.0 0.0 0.0 0.134
C -4.3499 3.2933 -0.4267 0.0 0.0 0.0 -1.275
C -4.5023 1.8438 0.0499 0.1 0.0 -0.1 -0.751
C -4.2084 0.8635 -1.0706 -0.1 0.0 0.1 0.514
C -5.1193 0.8517 -2.1285 0.0 0.0 -0.1 -0.738
C -4.9256 0.0757 -3.2536 0.0 0.0 0.0 -1.186
C -3.7844 -0.7033 -3.3518 0.0 0.0 -0.1 -0.706
C -2.8672 -0.7418 -2.3156 0.1 0.0 -0.1 0.230
C -1.6019 -1.5402 -2.4642 0.0 0.1 -0.1 0.993
C -0.4256 -0.6519 -2.8826 -0.1 -0.2 0.0 -0.632
C -3.0975 0.0106 -1.1600 0.1 -0.2 0.4 -0.191
N -2.2044 -0.2100 -0.0272 -0.5 0.4 -0.3 -0.104
C -2.7554 -0.4501 1.1408 0.0 0.0 0.1 -0.499
C -2.0166 -0.4782 2.3395 -0.1 0.0 -0.3 0.316
C -2.4132 -0.7308 3.6536 0.1 0.0 0.2 -1.078
C -1.2708 -0.5823 4.4404 0.0 0.0 -0.1 -1.153
C -0.2236 -0.2462 3.5753 -0.1 -0.1 0.0 -0.404
N -0.6659 -0.1688 2.3089 -0.1 -0.1 0.3 0.438
H -4.5648 3.9946 0.3818 0.0 0.0 0.0 0.427
H -5.0440 3.5043 -1.2402 0.0 0.0 0.0 0.425
H -3.3484 3.4914 -0.8102 0.0 0.0 0.0 0.241
H -5.5346 1.7026 0.3751 0.0 -0.1 0.1 0.571
H -3.8863 1.6636 0.9297 0.1 0.1 0.0 0.323
H -6.0042 1.4746 -2.0547 0.1 0.0 0.0 0.535
H -5.6528 0.0840 -4.0551 0.0 0.0 0.0 0.420
H -3.6087 -1.3042 -4.2373 0.0 0.0 0.0 0.493
H -1.7439 -2.3158 -3.2168 0.0 0.0 0.0 1.105
H -1.3778 -2.0373 -1.5236 0.0 -0.1 0.0 -1.810
H -0.6263 -0.1705 -3.8399 0.0 0.0 0.0 0.435
H 0.5042 -1.2161 -2.9794 -0.2 -0.1 0.0 0.060
H -0.2571 0.1700 -2.1692 0.0 0.1 -0.1 0.058
H -3.8301 -0.6095 1.1882 0.0 -0.1 0.0 0.955
H -3.4127 -0.9788 3.9800 0.1 0.0 0.0 0.579
H -1.1987 -0.6793 5.5127 0.0 0.0 -0.1 0.522
H 0.8126 -0.0656 3.8228 0.0 0.0 0.0 0.458
C -2.1339 -5.1971 0.8027 -0.1 0.0 0.0 -1.046
C -1.3864 -4.8382 -0.4535 0.1 0.1 0.1 0.097
O -0.0224 -4.3875 -0.1570 -0.5 -0.4 -0.3 -0.302
P 0.4234 -2.9417 0.2625 0.7 0.7 0.2 0.169
O 0.5197 -2.8261 1.8280 0.1 -0.2 0.3 0.189
C 1.3032 -3.6750 2.7363 -0.1 0.1 -0.1 0.000
C 0.4969 -4.8541 3.2120 0.0 -0.1 0.1 -1.323
O 1.9801 -3.0163 -0.1458 -0.1 0.0 -0.3 -0.349
C 2.3982 -3.5188 -1.4556 0.0 -0.1 0.2 0.127
C 2.9289 -4.9248 -1.3350 0.0 0.0 0.0 -1.532
H -3.1386 -5.5225 0.5268 0.0 0.0 0.0 0.486
H -2.2253 -4.3408 1.4753 0.0 0.0 0.0 0.171
H -1.6500 -6.0132 1.3376 0.0 0.0 0.0 0.277
H -1.8996 -4.0609 -1.0155 0.0 0.1 0.0 -0.069
H -1.2536 -5.6941 -1.1074 0.0 -0.1 0.0 0.413
H 1.5652 -3.0119 3.5570 0.0 0.1 0.0 0.351
H 2.2165 -3.9731 2.2262 0.0 0.0 0.0 0.151
H -0.4855 -4.5386 3.5654 0.0 0.0 0.0 0.268
H 1.0227 -5.3205 4.0469 0.0 0.0 0.0 0.477
H 0.3743 -5.6015 2.4289 0.0 0.0 0.0 0.222
H 3.1718 -2.8365 -1.7982 0.0 0.1 0.0 0.203
H 1.5635 -3.4660 -2.1563 -0.1 0.0 0.0 0.236
H 3.7613 -4.9600 -0.6307 0.0 0.0 0.0 0.293
H 3.2933 -5.2577 -2.3085 0.0 0.0 0.0 0.470
H 2.1576 -5.6149 -0.9977 0.0 0.0 0.0 0.285
```
Positions in Å, forces in eV/Å.

---

Going through the records in order, we get electronic energy values of -4115.101176, -2535.230607, -2793.443090 Ha.